This record from OMol25 describes 4 unconnected molecules or ions with the total composition C26H59BIO20P3 at a distorted geometry. The level of theory is ωB97M-V/def2-TZVPD.

Each line ends with the Mulliken charge.
Positions of all 110 atoms, in Å:
C1 -0.794 3.311 6.085  -0.90
C2 -0.267 4.513 5.139  -0.32
O1 -0.364 4.169 3.750  -0.32
C3 0.907 3.755 3.190  -0.11
C4 0.659 2.403 2.357  -0.01
C5 0.387 2.631 0.797  -0.32
C6 1.370 1.844 -0.178  -0.67
C7 0.922 0.321 -0.451  -0.42
C8 1.084 -0.597 0.845  0.16
O2 -0.196 -0.441 1.485  -0.16
B1 -1.143 -1.603 1.370  0.48
O3 -1.410 -1.900 2.785  -0.44
C9 -2.712 -2.472 2.993  -0.56
C10 -2.633 -3.249 4.414  -0.28
O4 -2.777 -4.671 4.168  -0.26
C11 -3.110 -5.387 5.363  -0.34
C12 -4.631 -5.150 5.816  -0.80
C13 -2.374 -0.889 0.498  0.36
O5 -2.981 0.078 1.091  -0.69
O6 -2.718 -1.241 -0.782  -0.81
O7 -0.282 -2.567 0.612  -0.34
C14 1.074 -2.200 0.687  -0.42
I1 1.853 -2.943 2.652  -0.21
C15 2.110 -2.891 -0.345  -0.11
O8 2.396 -4.220 0.193  -0.17
C16 3.739 -4.654 -0.111  -0.22
C17 4.869 -3.948 0.802  -0.88
H1 -1.887 3.110 5.803  0.22
H2 -0.201 2.355 5.958  0.27
H3 -0.835 3.682 7.171  0.35
H4 -1.009 5.372 5.327  0.24
H5 0.764 4.879 5.462  0.30
H6 1.703 3.532 3.974  0.37
H7 1.256 4.611 2.504  -0.20
H8 -0.304 1.951 2.790  0.00
H9 1.461 1.610 2.537  0.12
H10 -0.715 2.427 0.602  0.11
H11 0.536 3.754 0.592  0.26
H12 2.462 1.929 0.135  0.23
H13 1.297 2.361 -1.204  0.29
H14 -0.158 0.347 -0.835  0.08
H15 1.541 -0.128 -1.303  0.28
H16 2.011 -0.305 1.432  0.41
H17 -3.421 -1.586 3.185  0.13
H18 -3.071 -3.159 2.166  0.22
H19 -1.573 -3.094 4.835  0.17
H20 -3.346 -2.824 5.189  0.31
H21 -2.364 -5.230 6.221  0.28
H22 -3.023 -6.502 5.097  0.24
H23 -4.696 -5.238 6.954  0.25
H24 -5.022 -4.109 5.542  0.25
H25 -5.330 -5.883 5.288  0.27
H26 3.068 -2.270 -0.451  0.30
H27 1.649 -3.040 -1.383  -0.04
H28 4.019 -4.612 -1.214  0.18
H29 3.785 -5.767 0.175  0.29
H30 4.919 -2.852 0.521  0.24
H31 5.882 -4.478 0.683  0.36
H32 4.601 -4.077 1.908  0.15
C18 0.313 -5.959 -4.021  -0.86
O9 1.538 -5.221 -4.058  -0.14
P1 2.273 -5.195 -5.616  0.93
O10 3.575 -4.707 -4.994  -0.67
O11 1.369 -3.905 -6.075  -0.36
C19 0.935 -2.935 -5.129  -0.59
O12 2.967 -5.207 -7.186  -0.28
C20 3.852 -6.295 -7.421  -0.70
H33 -0.150 -5.819 -3.044  0.25
H34 -0.378 -5.603 -4.793  0.39
H35 0.513 -7.021 -4.179  0.31
H36 1.627 -2.816 -4.295  0.27
H37 -0.054 -3.214 -4.754  0.26
H38 0.836 -1.976 -5.643  0.29
H39 3.343 -7.244 -7.236  0.30
H40 4.733 -6.216 -6.780  0.30
H41 4.171 -6.262 -8.464  0.23
C21 4.865 7.160 -2.384  -0.79
O13 4.393 5.945 -1.801  -0.30
P2 4.999 5.665 -0.211  0.87
O14 4.585 4.201 -0.250  -0.54
O15 3.806 6.577 0.457  -0.33
C22 2.509 6.629 -0.120  -0.71
O16 5.707 5.545 1.348  -0.25
C23 6.961 4.875 1.366  -0.70
H42 4.339 7.324 -3.325  0.23
H43 4.672 8.010 -1.719  0.36
H44 5.938 7.089 -2.576  0.30
H45 2.235 5.706 -0.632  0.35
H46 2.459 7.471 -0.818  0.29
H47 1.786 6.816 0.678  0.30
H48 7.659 5.361 0.680  0.31
H49 6.838 3.827 1.087  0.30
H50 7.366 4.925 2.378  0.24
C24 -5.798 1.534 -0.261  -0.66
O17 -6.368 0.888 -1.408  -0.28
P3 -6.882 1.983 -2.624  1.02
O18 -7.719 0.918 -3.325  -0.68
O19 -5.381 2.054 -3.277  -0.35
C25 -4.517 0.918 -3.261  -0.57
O20 -7.363 3.232 -3.699  -0.30
C26 -8.688 3.699 -3.490  -0.71
H51 -5.378 0.773 0.398  0.14
H52 -4.997 2.218 -0.560  0.35
H53 -6.571 2.094 0.272  0.33
H54 -5.057 -0.027 -3.296  0.31
H55 -3.889 0.951 -2.366  0.23
H56 -3.857 0.978 -4.131  0.28
H57 -8.813 4.033 -2.457  0.30
H58 -9.411 2.911 -3.713  0.31
H59 -8.869 4.542 -4.159  0.22

## Properties
HOMO level (eV): -0.81
Charge: -2
Molar mass (g/mol): 922.4
Lowest unoccupied orbital energy (eV): 0.6
2S+1: 1
F_max (eV/Å): 9.851
E (eV): -105503.8053
Gap between HOMO and LUMO (eV): 1.4

This record from OMol25 describes a molecular structure, C5H8O2 at a distorted geometry. The level of theory is ωB97M-V/def2-TZVPD.

Each line ends with the natural charge from an NBO analysis.
Positions of all 15 atoms, in Å:
O1 2.374 -0.974 -0.049  -0.71
C1 1.176 -0.568 0.547  0.04
C2 0.454 1.056 -0.186  -0.43
C3 -1.034 0.907 -0.551  0.05
C4 -1.478 -0.036 0.567  -0.43
C5 -0.370 -0.862 -0.144  0.09
O2 -0.855 -0.231 -1.420  -0.53
H1 2.293 -1.815 -0.517  0.48
H2 1.524 -0.004 1.427  0.21
H3 0.640 1.690 0.660  0.19
H4 1.061 1.182 -1.071  0.22
H5 -1.643 1.750 -0.954  0.21
H6 -1.299 0.278 1.596  0.20
H7 -2.479 -0.465 0.433  0.23
H8 -0.363 -1.908 -0.336  0.19

## Properties
HOMO level (eV): -8.36
Charge: 0
Molar mass (g/mol): 100.1
Lowest unoccupied orbital energy (eV): 1.0
2S+1: 1
F_max (eV/Å): 5.382
E (eV): -9404.1475
Gap between HOMO and LUMO (eV): 9.3

This record from OMol25 describes a molecular structure, C29H44BrN3P2RuS at a distorted geometry. The level of theory is ωB97M-V/def2-TZVPD.

Each line ends with the Mulliken spin population.
Positions of all 81 atoms, in Å:
C1 0.370 5.953 -2.118  0.27
C2 0.180 4.571 -2.386  0.01
C3 -0.282 4.240 -3.691  0.24
C4 -0.798 5.256 -4.500  0.14
N1 -0.796 6.550 -4.160  0.29
C5 -0.178 6.881 -3.019  0.16
C6 0.187 3.513 -1.389  0.42
C7 -0.513 2.592 -0.797  -0.30
C8 -1.454 1.806 -0.008  -0.01
C9 -1.034 0.426 0.168  0.05
C10 -1.878 -0.469 0.945  0.07
C11 -3.089 -0.006 1.518  -0.03
C12 -3.403 1.352 1.402  0.03
C13 -2.628 2.237 0.656  -0.02
Ru1 0.822 1.583 0.082  1.74
P1 2.310 -0.090 0.470  -0.13
H1 -0.366 3.214 -4.054  0.02
H2 0.836 6.338 -1.211  0.01
H3 -1.260 5.018 -5.456  0.01
H4 -0.138 7.955 -2.817  0.01
H5 -2.960 3.247 0.382  0.00
H6 -0.563 -0.071 -0.727  -0.04
H7 -4.305 1.694 1.909  0.00
H8 -1.620 -1.527 0.890  0.01
C14 1.587 -1.181 1.740  0.00
C15 2.092 -2.607 1.905  0.00
H9 0.507 -1.203 1.562  0.00
H10 1.675 -0.655 2.696  -0.01
H11 1.760 -3.014 2.868  0.00
H12 1.725 -3.278 1.124  0.00
H13 3.180 -2.658 1.921  0.00
C16 2.593 -1.046 -1.058  -0.01
C17 3.704 -0.508 -1.964  0.00
H14 1.644 -1.031 -1.614  -0.01
H15 2.791 -2.091 -0.782  0.00
H16 3.438 -0.680 -3.014  0.00
H17 3.866 0.569 -1.845  0.00
H18 4.662 -1.014 -1.793  0.00
C18 3.973 0.444 0.991  0.01
C19 5.079 -0.575 1.266  0.01
H19 3.829 1.085 1.871  0.00
H20 4.299 1.119 0.188  0.02
H21 6.018 -0.047 1.473  0.00
H22 4.877 -1.186 2.149  0.00
H23 5.279 -1.241 0.423  0.00
Br1 -4.139 -1.171 2.553  0.00
P2 -1.791 -3.015 -1.928  0.67
C20 -0.248 -3.431 -1.069  0.09
C21 0.082 -4.881 -1.501  0.03
H24 -0.411 -3.369 0.027  0.02
H25 0.532 -2.720 -1.382  -0.03
H26 1.159 -5.063 -1.542  0.00
H27 -0.338 -5.626 -0.814  0.00
H28 -0.343 -5.075 -2.502  0.00
C22 -2.928 -3.213 -0.508  0.04
C23 -4.303 -3.809 -0.809  0.02
H29 -3.105 -2.217 -0.073  0.02
H30 -2.449 -3.877 0.244  -0.01
H31 -4.824 -3.887 0.157  0.00
H32 -4.877 -3.149 -1.472  0.00
H33 -4.223 -4.809 -1.252  -0.01
C24 -2.238 -1.476 -2.761  0.10
C25 -2.853 -1.727 -4.161  0.04
H34 -1.315 -0.884 -2.859  0.01
H35 -2.970 -0.920 -2.154  0.01
H36 -3.211 -0.788 -4.599  0.00
H37 -2.108 -2.159 -4.840  0.00
H38 -3.704 -2.416 -4.110  -0.01
C26 2.130 0.968 4.611  0.00
N2 0.738 1.353 4.409  -0.01
C27 -0.355 0.772 5.055  -0.01
C28 -1.472 1.308 4.508  -0.01
N3 -1.055 2.268 3.581  -0.01
C29 0.301 2.182 3.423  0.03
S1 1.255 2.796 2.110  0.00
H39 2.285 -0.087 4.378  0.00
H40 2.749 1.586 3.956  0.00
H41 2.408 1.125 5.654  0.00
H42 -0.232 0.022 5.816  0.00
H43 -2.518 1.066 4.653  0.00
H44 -1.645 2.863 3.010  0.00

## Properties
HOMO level (alpha / beta) (eV): -19.09 / -19.27
Charge: +4
Molar mass (g/mol): 709.7
Lowest unoccupied orbital energy (alpha / beta) (eV): -12.9 / -15.0
2S+1: 5
F_max (eV/Å): 5.495
<S²>: 6.087
E (eV): -137247.7437
Gap between HOMO and LUMO (alpha / beta) (eV): 6.2 / 4.3

This record from OMol25 describes 2 unconnected molecules or ions with the total composition C5H10O2 at a distorted geometry. The level of theory is ωB97M-V/def2-TZVPD.

Each line ends with the natural charge from an NBO analysis.
Positions of all 17 atoms, in Å:
O1 -0.175 -2.117 -0.815  -0.69
C1 -0.827 -0.924 -0.911  0.13
C2 -0.595 0.148 -0.001  -0.38
C3 -0.203 -0.226 1.439  -0.42
C4 0.948 0.736 1.717  -0.08
O2 1.700 0.627 0.510  -0.49
C5 0.797 0.746 -0.500  0.08
H1 -0.262 -2.571 -1.662  0.49
H2 -0.629 0.882 -2.500  -0.03
H3 -1.637 -0.870 -1.635  0.16
H4 -1.387 0.899 -0.041  0.23
H5 -1.044 -0.149 2.131  0.22
H6 0.183 -1.250 1.452  0.22
H7 1.599 0.467 2.550  0.20
H8 0.580 1.764 1.853  0.17
H9 1.236 0.377 -1.431  0.17
H10 -0.281 1.462 -2.156  0.01

## Properties
HOMO level (alpha / beta) (eV): -6.84 / -7.15
Charge: 0
Molar mass (g/mol): 102.1
Lowest unoccupied orbital energy (alpha / beta) (eV): 0.7 / 0.7
2S+1: 1
F_max (eV/Å): 1.636
E (eV): -9437.1754
Gap between HOMO and LUMO (alpha / beta) (eV): 7.5 / 7.9

Question: Among the records above, which one has the highest E?
Answer: C5H8O2

Question: The highest molar mass belongs to which entry?
Answer: C26H59BIO20P3

Question: Number 4 is which compound?
Answer: C5H10O2

Question: Which value of molar mass does entry 2 give?
Answer: 100.1 g/mol